ORCA calculation (ωB97M-V/def2-TZVPD) on a cluster of 4 separate species, C15H28I2N2O9P in total at a distorted geometry.

Output
* electronic energy: -62898.8146 eV
* HOMO level: -11.79 eV
* LUMO: -4.959 eV
* multiplicity: 1
* HOMO-LUMO gap: 6.83 eV
* total charge: +1
* maximum force: 2.83 eV/Å

Element x y z (Å)
C (-3.1071, 0.2573, -1.3827)
C (-1.6408, 0.6595, -1.4879)
I (-1.1959, 0.9526, -3.5953)
C (-0.6426, -0.4331, -0.9745)
I (-1.4447, -1.9432, 0.3280)
N (0.6621, 0.1417, -0.5733)
C (1.5999, 0.0142, -1.4891)
C (2.8625, 0.4318, -1.3209)
C (3.1945, 1.0340, -0.1430)
C (4.6137, 1.5146, 0.0204)
O (4.8174, 2.7012, 0.1020)
O (5.6293, 0.6386, 0.0890)
C (2.2312, 1.1971, 0.8405)
C (2.7222, 1.8444, 2.1234)
C (2.5494, 0.8607, 3.3154)
O (2.7113, -0.4898, 2.8309)
C (3.6245, -1.2247, 3.5606)
O (3.2536, -2.1938, 4.1667)
C (0.9443, 0.7659, 0.6132)
P (-0.3155, 1.0565, 1.9480)
N (-0.0232, 2.3403, 2.7587)
O (-0.2436, -0.2105, 2.8915)
O (-1.8321, 1.1436, 1.4124)
H (-3.4577, 0.2952, -0.3537)
H (-3.2776, -0.7254, -1.8194)
H (-3.7006, 0.9424, -1.9911)
H (-1.4486, 1.6008, -0.9846)
H (-0.4454, -1.0110, -1.8660)
H (1.3345, -0.4519, -2.4245)
H (3.6280, 0.2954, -2.0701)
H (5.2904, -0.2654, 0.0288)
H (2.2068, 2.7769, 2.3321)
H (3.7821, 2.0759, 2.0893)
H (1.6224, 1.0157, 3.8528)
H (3.3676, 1.0724, 4.0090)
H (4.6891, -0.9477, 3.5596)
H (-0.8183, 2.9665, 2.7375)
H (0.4514, -0.8389, 2.6291)
H (-1.9643, 1.9790, 0.9497)
C (1.7460, -5.4794, 5.2145)
O (2.9385, -5.7370, 4.4819)
H (1.2688, -6.4308, 5.4342)
H (1.9813, -4.9694, 6.1519)
H (1.0644, -4.8622, 4.6216)
H (3.3470, -4.8870, 4.2972)
C (-2.5398, -0.3813, -7.0407)
O (-2.2413, -1.5961, -6.3576)
H (-3.2147, 0.2027, -6.4192)
H (-1.6225, 0.1906, -7.2112)
H (-3.0248, -0.5876, -7.9969)
H (-1.6464, -2.1033, -6.9157)
C (-6.9110, 2.5416, -2.1896)
O (-5.7573, 2.1798, -2.9501)
H (-6.6359, 2.5461, -1.1379)
H (-7.2570, 3.5377, -2.4728)
H (-7.7134, 1.8177, -2.3461)
H (-6.0121, 2.1793, -3.8761)

Force components x, y, z for each atom (eV/Å):
C 0.0 0.4 -0.6
C 0.0 -0.7 0.3
I 0.1 0.2 0.3
C -1.1 0.3 -0.6
I 0.3 0.0 -0.1
N -0.5 0.0 0.8
C -0.4 -0.9 -1.8
C 1.6 0.4 0.0
C 0.7 -0.6 -0.2
C 0.6 1.9 0.5
O -0.2 -1.1 -0.3
O -0.8 -0.2 -0.2
C 0.9 1.3 1.0
C -0.3 -0.8 0.9
C 1.1 1.1 -0.3
O 0.3 0.0 0.3
C -1.1 -1.6 1.0
O 0.5 0.7 -0.8
C -0.9 -0.5 0.0
P -1.1 1.6 2.1
N 0.3 -0.1 -0.8
O 0.2 -0.1 -1.0
O 0.7 -1.2 -0.7
H 0.0 -0.1 0.0
H 0.1 -0.1 0.2
H -0.1 0.1 0.2
H 0.1 0.1 -0.2
H 0.3 -0.3 0.2
H -0.3 -0.1 0.1
H -0.2 -0.1 -0.3
H 0.2 -0.1 0.0
H -0.2 -0.1 0.0
H -0.1 -0.1 -0.5
H -0.2 -0.4 -0.1
H -0.1 0.0 0.1
H -0.2 0.6 -0.3
H 0.2 0.2 0.2
H -0.1 -0.2 0.3
H -0.2 0.2 0.1
C 0.3 0.2 -0.1
O -0.1 -0.1 0.0
H 0.1 0.0 0.0
H -0.2 0.0 0.0
H -0.1 0.0 0.1
H 0.1 0.0 0.0
C 0.2 -0.3 -0.1
O 0.0 0.2 0.1
H 0.0 -0.1 0.0
H -0.1 0.1 -0.1
H 0.0 0.1 0.0
H 0.0 -0.1 0.0
C 0.0 0.0 -0.3
O 0.1 0.0 0.2
H 0.1 0.0 0.0
H -0.1 0.0 0.1
H -0.1 0.1 0.1
H 0.0 0.0 0.0

Results of the natural (NBO) charge analysis, in e, for atoms 1 through 5: number 1, C, carries -0.67; number 2, C, carries -0.31; number 3, I, carries 0.14; number 4, C, carries -0.21; number 5, I, carries 0.23